Record 1
The following is a DFT calculation (ωB97M-V/def2-TZVPD) of 6 unconnected molecules or ions with the total composition C27H66N6O3 at a distorted geometry.

Structure (XYZ):
```
102
Properties=species:S:1:pos:R:3:forces:R:3:mulliken_charge:R:1
C 10.276952 -40.543475 -1.797289 0.07 0.17 0.13 -1.153
C 9.521535 -40.735888 -3.119570 -0.13 -0.93 0.61 -0.100
N 9.243365 -42.167707 -3.400207 -0.29 -0.86 0.29 0.024
C 8.516046 -42.852941 -2.262862 -0.52 -0.01 -1.46 -0.403
C 8.148172 -44.343049 -2.559143 0.53 0.37 0.57 -1.245
C 8.488794 -42.291779 -4.675565 0.71 0.23 -0.32 -0.073
C 9.408199 -42.196428 -5.890760 0.71 0.53 -0.19 -1.377
H 10.687057 -39.534766 -1.748183 -0.06 0.05 -0.02 -0.039
H 11.108078 -41.235898 -1.663598 0.11 -0.09 -0.46 0.388
H 9.694026 -40.672748 -0.885369 -0.42 0.07 -0.22 0.430
H 8.579678 -40.187303 -3.128144 -0.43 0.28 0.39 0.233
H 10.082058 -40.256259 -3.921975 0.29 -0.48 -0.21 0.232
H 9.020777 -42.748823 -1.302396 0.57 -0.25 -0.36 0.363
H 7.583385 -42.318585 -2.082024 -0.53 0.19 -0.08 0.338
H 9.025823 -44.987021 -2.615055 0.22 0.17 -0.09 0.312
H 7.565154 -44.734060 -1.725299 -0.09 0.13 0.11 0.412
H 7.560530 -44.536632 -3.456519 0.02 0.40 0.08 0.314
H 7.716268 -41.523049 -4.694495 -0.35 0.14 -0.19 0.209
H 7.998637 -43.241260 -4.890801 -0.07 -0.05 1.08 0.154
H 8.956021 -42.581080 -6.804914 -0.27 -0.05 0.08 0.307
H 10.314446 -42.775242 -5.712455 -0.06 -0.21 0.11 0.439
H 9.770249 -41.197557 -6.134244 -0.13 0.26 0.14 0.165
C 4.173553 -34.349956 -5.540238 0.69 1.02 -0.21 -1.130
C 5.088351 -33.212888 -6.117936 -0.01 -0.87 -0.65 -0.652
N 6.447829 -33.672623 -6.513398 -0.39 -0.53 0.02 0.961
C 7.199511 -34.142261 -5.365400 0.02 0.94 1.49 -0.481
C 7.432743 -33.088730 -4.229635 0.63 0.13 -0.50 -1.510
C 7.136591 -32.649678 -7.275371 -0.42 0.70 0.46 -0.798
C 6.675254 -32.562918 -8.705702 0.93 0.20 -0.34 -1.267
H 4.297674 -35.245077 -6.149717 0.40 -0.18 0.31 0.089
H 3.112489 -34.125673 -5.649555 0.04 0.46 0.10 0.444
H 4.377244 -34.487116 -4.478254 0.01 -0.47 -0.12 0.273
H 4.568462 -32.864057 -7.010189 0.26 0.15 -0.15 0.417
H 5.251374 -32.344661 -5.479415 -0.62 0.05 0.43 0.403
H 6.704604 -35.004973 -4.919424 0.11 -0.21 -0.23 0.128
H 8.225295 -34.381066 -5.646194 -0.18 -0.52 -0.38 0.308
H 6.587912 -32.540290 -3.813013 -0.24 -0.37 -0.11 0.311
H 8.011119 -33.519999 -3.412583 -0.22 -0.30 0.02 0.382
H 8.101700 -32.339275 -4.652623 0.00 0.32 0.00 0.344
H 8.224841 -32.711100 -7.270404 0.09 -1.02 0.06 0.522
H 7.046714 -31.671623 -6.802700 -0.52 0.52 0.23 0.395
H 7.387375 -31.870034 -9.153926 -0.12 0.10 -0.48 0.466
H 5.679807 -32.164789 -8.902357 -0.06 -0.30 0.25 0.326
H 6.846314 -33.538746 -9.160230 -0.36 0.02 -0.24 0.147
C 4.119147 -35.209013 -10.446927 -1.13 -0.72 -0.79 -1.285
C 3.334746 -36.523463 -10.129730 0.76 -0.08 0.66 -0.637
N 4.203968 -37.710371 -10.056368 0.20 0.44 0.81 0.704
C 5.044869 -37.890762 -11.247394 0.43 -0.16 0.85 -0.410
C 4.309894 -38.281518 -12.498219 0.14 -0.49 -0.27 -1.433
C 3.445230 -38.938373 -9.709910 1.10 -0.24 0.05 -0.783
C 2.840286 -39.017951 -8.276682 -0.05 0.04 -1.68 -1.309
H 4.344672 -35.158795 -11.512160 0.34 -0.04 -0.02 0.338
H 5.031706 -35.088839 -9.863067 -0.12 -0.27 0.07 0.156
H 3.476409 -34.344748 -10.279525 -0.05 -0.03 0.26 0.446
H 2.851191 -36.353984 -9.167682 0.18 -0.29 0.30 0.358
H 2.504633 -36.828303 -10.766968 -0.28 0.90 -0.77 0.474
H 5.723437 -37.070573 -11.481804 -0.55 0.76 0.45 0.538
H 5.797219 -38.616426 -10.938394 -0.15 -0.69 -0.26 -0.098
H 3.446010 -37.642894 -12.682530 0.01 0.00 -0.02 0.265
H 4.989642 -38.202950 -13.346669 -0.13 -0.10 -0.14 0.434
H 3.984824 -39.316968 -12.396882 -0.21 0.01 -0.34 0.314
H 4.125441 -39.786127 -9.792034 0.56 0.07 0.07 0.401
H 2.759618 -39.177971 -10.522709 -0.92 0.19 0.20 0.496
H 3.592958 -38.747519 -7.536103 -0.32 0.43 0.01 0.148
H 2.551183 -40.047423 -8.065236 0.05 -0.07 -0.14 0.448
H 1.914421 -38.443457 -8.305408 0.20 0.32 0.77 0.388
C 9.116118 -36.929516 -7.314115 0.56 -2.74 1.32 -0.146
O 10.205893 -37.159615 -6.749732 -1.84 1.03 -0.85 -0.597
N 7.929186 -37.553002 -6.956205 1.06 0.48 -0.41 0.807
C 7.751969 -38.270049 -5.672770 0.56 0.70 -0.11 0.049
C 6.721838 -37.189742 -7.705791 -0.27 0.04 0.58 -0.831
H 9.011675 -36.397272 -8.272246 0.14 0.32 0.27 0.363
H 7.626286 -39.346101 -5.792881 -0.30 0.05 -0.23 -0.107
H 6.945612 -37.819482 -5.094067 -0.37 -0.16 -0.28 0.366
H 8.610733 -38.138421 -5.014520 0.22 0.06 -0.48 -0.466
H 6.349889 -36.273230 -7.247769 -0.57 0.04 -0.25 0.076
H 6.836938 -37.032993 -8.778301 0.66 0.12 0.08 0.406
H 5.977446 -37.985477 -7.678005 0.04 -0.01 0.40 0.056
C 10.022364 -36.597973 -3.292598 -1.28 1.06 0.70 0.238
O 9.020446 -36.087609 -2.759164 1.31 -0.80 -0.90 -0.701
N 11.187550 -36.843252 -2.667855 -0.98 0.77 -0.32 0.115
C 12.194818 -37.585791 -3.362392 0.50 -1.47 1.16 -0.844
C 11.352241 -36.530437 -1.269781 1.09 0.48 0.16 -1.003
H 10.091979 -36.863055 -4.358931 -0.29 0.06 0.02 0.311
H 13.211784 -37.215035 -3.234205 -0.12 0.58 -0.29 0.332
H 11.959350 -37.840372 -4.395754 -0.13 0.51 0.06 0.256
H 12.199273 -38.519202 -2.799524 0.48 -0.64 -0.34 0.303
H 11.597912 -37.393894 -0.651556 -0.51 -0.39 -0.07 0.300
H 12.253320 -35.924313 -1.176183 0.11 0.32 0.00 0.375
H 10.527770 -35.942905 -0.865852 -0.11 -0.40 -0.29 0.278
C 6.170621 -42.914263 -8.143127 -1.06 -0.35 0.55 0.018
O 5.611496 -42.484052 -7.135363 0.97 -0.24 -1.14 -0.550
N 7.011180 -42.281295 -8.973843 0.50 0.24 -0.68 0.486
C 7.423959 -42.835090 -10.245769 -0.57 -0.31 -0.88 -0.999
C 7.317131 -40.901481 -8.833752 0.64 1.19 0.99 -0.373
H 6.008103 -43.922723 -8.553948 -0.24 -0.30 0.44 0.284
H 6.898360 -43.755458 -10.500245 0.21 -0.30 0.54 0.349
H 8.496308 -42.955455 -10.399645 0.10 -0.12 0.58 0.308
H 7.112584 -42.200930 -11.075829 -0.12 0.55 0.12 0.312
H 6.792797 -40.273039 -9.553636 -0.14 -0.02 -0.08 -0.296
H 7.104106 -40.555365 -7.822345 -0.39 -0.13 -0.06 0.047
H 8.387703 -40.721261 -8.931184 0.13 -0.12 -0.32 0.518
```
Positions in Å, forces in eV/Å.

Results
HOMO, Eh: -0.3010
E, Ha: -1622.4960
SMILES string: CCN(CC)CC.CCN(CC)CC.CCN(CC)CC.CN(C)C=O.CN(C)C=O.CN(C)C=O
Relative energy (zero: lowest compared OMol25 entry of this formula, charge and spin), kJ/mol: 290.5
Gap between HOMO and LUMO, eV: 8.8



Record 2
The following is a DFT calculation (ωB97M-V/def2-TZVPD) of 5 unconnected molecules or ions with the total composition C27H66NO12S at a distorted geometry.

Structure (XYZ):
```
107
Properties=species:S:1:pos:R:3:forces:R:3:mulliken_charge:R:1
C 5.406131 -2.475162 1.911575 0.31 0.18 0.32 -1.015
C 5.008171 -1.217830 2.688994 -0.63 -0.36 -0.45 -0.181
C 3.551923 -0.719829 2.485563 0.61 -0.18 -0.06 -0.813
N 2.759917 -1.381484 1.425323 -0.13 0.11 1.08 -0.158
S 1.963820 -2.766404 1.811536 -0.46 -0.37 -1.97 0.128
H 6.481698 -2.459698 1.799778 0.27 -0.13 -0.09 0.395
H 5.189689 -3.382875 2.465217 -0.22 -0.25 0.01 0.043
H 5.009237 -2.548050 0.905238 -0.12 0.01 -0.23 0.373
H 5.685161 -0.418725 2.428632 0.16 0.26 0.04 0.342
H 5.117840 -1.444474 3.738638 0.27 0.17 0.33 0.315
H 3.543688 0.333427 2.245143 -0.05 0.26 -0.12 0.365
H 3.005058 -0.829423 3.411070 -0.34 0.01 0.18 0.364
H 3.249325 -1.492963 0.545164 -0.27 0.06 -0.24 0.350
H 1.475664 -2.558591 3.044935 0.51 0.07 0.27 0.288
H 2.890978 -3.751044 1.959959 0.01 0.08 0.95 0.206
C -4.725634 -2.663105 -0.710851 -0.14 0.17 -0.12 -0.745
O -4.711587 -2.016356 0.547548 0.22 -0.01 -0.02 -0.335
C -4.727074 -2.849330 1.682596 -0.23 -0.04 0.11 -0.509
C -3.447974 -2.880825 2.505635 0.00 0.26 0.32 -0.054
O -2.232049 -3.219621 1.857392 0.29 -0.20 0.15 -0.450
C -1.744410 -2.389294 0.829560 -0.27 -0.12 -0.39 -0.076
C -1.321369 -0.965864 1.167197 0.18 0.17 -0.25 0.145
O -2.278321 -0.121275 1.745199 -0.03 -0.18 0.13 -0.313
C -2.116168 0.209161 3.110088 -0.15 0.20 -0.02 -0.850
H -5.672969 -2.467136 -1.217958 -0.03 -0.08 0.05 0.258
H -3.931740 -2.250968 -1.339970 -0.01 -0.02 0.01 0.191
H -4.580088 -3.741103 -0.622960 0.01 -0.03 0.01 0.372
H -5.035852 -3.864440 1.419229 0.09 -0.05 -0.12 0.378
H -5.491699 -2.454522 2.361230 -0.03 -0.09 0.02 0.361
H -3.591546 -3.658647 3.258982 0.02 -0.06 -0.04 0.426
H -3.326410 -1.951872 3.066908 -0.07 0.04 -0.24 -0.088
H -2.424443 -2.390429 -0.024421 0.00 0.20 0.19 -0.230
H -0.838459 -2.890586 0.468885 0.02 0.00 0.01 0.466
H -1.059917 -0.515280 0.201424 0.17 -0.05 0.00 0.036
H -0.395965 -0.973845 1.767621 -0.08 0.02 0.16 0.150
H -1.287854 -0.335036 3.572028 0.01 -0.03 0.00 0.355
H -3.033472 -0.020635 3.655808 0.03 -0.04 0.00 0.276
H -1.941789 1.282850 3.206821 0.10 -0.02 -0.01 0.259
C 6.806695 -9.005553 6.838464 0.25 0.03 0.04 -0.795
O 6.867866 -9.016947 5.425475 -0.13 0.16 0.01 -0.345
C 5.953683 -9.860933 4.764850 0.09 -0.23 -0.08 -0.503
C 4.845332 -9.167725 3.986763 0.06 0.08 -0.38 0.005
O 4.012910 -8.245038 4.664653 -0.30 0.02 -0.06 -0.492
C 4.572927 -7.077679 5.214751 0.16 -0.13 0.46 -0.080
C 5.184485 -6.038169 4.284958 0.07 0.25 0.08 -0.035
O 6.226448 -6.460593 3.439238 -0.16 -0.06 -0.04 -0.366
C 5.941296 -6.562173 2.061666 0.29 0.00 -0.05 -0.824
H 7.713292 -9.452628 7.252955 -0.05 -0.08 -0.01 0.255
H 6.765792 -7.971470 7.191526 -0.01 -0.03 0.00 0.236
H 5.934708 -9.540236 7.218454 -0.03 -0.01 0.00 0.382
H 5.531269 -10.596139 5.454838 -0.06 0.08 0.12 0.375
H 6.520501 -10.423855 4.014274 -0.05 -0.08 0.03 0.354
H 4.171627 -9.959464 3.651244 -0.04 -0.01 0.05 0.426
H 5.239244 -8.716867 3.072943 0.15 0.03 0.18 -0.132
H 5.274700 -7.327427 6.013938 0.08 0.08 -0.27 -0.092
H 3.738468 -6.573298 5.712149 -0.03 0.01 -0.04 0.418
H 5.619936 -5.282891 4.950603 -0.12 0.07 0.03 0.335
H 4.393406 -5.532980 3.708270 -0.02 -0.15 -0.13 -0.060
H 4.885923 -6.379276 1.838343 -0.03 -0.03 0.03 0.355
H 6.206426 -7.559245 1.704853 -0.08 0.00 -0.02 0.302
H 6.561939 -5.851700 1.507572 -0.08 0.07 0.00 0.260
C -1.304646 4.829063 -4.287544 0.14 0.29 -0.05 -0.816
O -0.833935 4.334489 -3.047708 0.07 -0.16 -0.12 -0.334
C -1.603532 3.322847 -2.444530 -0.18 0.08 0.15 -0.553
C -0.990897 1.927302 -2.393720 0.27 -0.17 0.40 0.147
O -0.546463 1.306882 -3.580688 -0.04 -0.13 -0.12 -0.489
C 0.490516 1.920938 -4.323051 -0.15 0.26 -0.21 -0.072
C 1.865451 2.106069 -3.685928 0.14 0.04 -0.07 -0.466
O 1.924139 2.861345 -2.488293 -0.17 -0.12 -0.04 -0.340
C 2.257099 2.185059 -1.302987 0.03 0.23 0.05 -0.825
H -1.623477 5.868823 -4.176333 -0.13 -0.05 0.02 0.209
H -0.489573 4.827745 -5.015878 0.01 -0.06 0.03 0.296
H -2.127786 4.236978 -4.691133 -0.03 -0.03 0.04 0.399
H -2.603480 3.279288 -2.885951 0.02 -0.02 -0.15 0.433
H -1.737892 3.609648 -1.394031 -0.10 -0.06 0.00 0.318
H -1.777448 1.275739 -2.000668 -0.06 -0.01 -0.11 0.409
H -0.192147 1.883287 -1.650874 0.04 0.27 0.00 -0.276
H 0.144806 2.864558 -4.747981 0.08 0.05 0.21 -0.098
H 0.646441 1.260503 -5.179967 0.04 -0.06 0.04 0.452
H 2.440490 2.670888 -4.426807 0.05 -0.11 -0.07 0.360
H 2.372149 1.142176 -3.563233 -0.10 -0.05 0.15 0.334
H 2.356945 1.105316 -1.452945 -0.01 -0.03 -0.03 0.346
H 1.486258 2.367294 -0.547175 -0.02 -0.07 -0.02 0.263
H 3.194587 2.585489 -0.904378 0.06 -0.09 -0.06 0.290
C -7.314967 9.863372 -5.416769 -0.14 0.07 0.16 -0.791
O -7.057067 8.614393 -4.808324 0.24 0.06 0.03 -0.328
C -6.565980 7.596182 -5.647594 -0.16 -0.20 -0.20 -0.595
C -5.121296 7.147053 -5.440297 0.15 -0.20 0.47 0.085
O -4.077758 8.101976 -5.471640 0.09 0.06 -0.08 -0.498
C -4.084706 9.154330 -4.520914 -0.20 0.23 -0.14 -0.161
C -4.005976 8.831497 -3.029383 0.00 0.09 0.05 -0.453
O -5.016505 7.989929 -2.509980 0.09 0.00 -0.13 -0.353
C -4.623195 6.708105 -2.078259 -0.21 -0.08 0.04 -0.706
H -8.390675 10.058077 -5.422939 0.00 -0.05 -0.09 0.249
H -6.846404 10.657122 -4.829186 0.03 -0.03 -0.02 0.243
H -6.933632 9.912596 -6.438271 0.02 0.00 -0.02 0.377
H -6.733548 7.849769 -6.698562 0.07 0.13 -0.03 0.395
H -7.168530 6.702819 -5.442684 0.02 -0.04 -0.11 0.329
H -4.900136 6.444243 -6.248335 0.00 0.12 -0.10 0.476
H -5.034150 6.560276 -4.525350 -0.20 0.08 0.09 -0.178
H -4.922486 9.826187 -4.711702 -0.10 -0.15 0.13 -0.011
H -3.190305 9.740282 -4.748879 0.06 -0.07 0.03 0.432
H -4.124842 9.799243 -2.529586 0.13 0.04 0.00 0.346
H -3.011661 8.458536 -2.761194 -0.02 -0.16 -0.08 0.345
H -3.563598 6.515498 -2.263877 0.03 -0.01 0.02 0.248
H -5.215468 5.949953 -2.599810 0.06 -0.02 -0.03 0.256
H -4.835104 6.590404 -1.012195 0.12 0.09 0.03 0.297
```
Positions in Å, forces in eV/Å.

Results
Charge: +1
HOMO, Eh: -0.3729
E, Ha: -2423.5002
Gap between HOMO and LUMO, eV: 6.2



- HOMO of number 2 (C27H66NO12S)?
  -0.3729 Eh



- The lowest HOMO belongs to which entry?
  C27H66NO12S



- Among the records above, which one has the highest E?
  C27H66N6O3



- Among the records above, which one has the highest E?
  C27H66N6O3